{"formula": "C18H40N5P3RhS", "method": "ωB97M-V/def2-TZVPD", "elements": ["Rh", "P", "P", "P", "H", "C", "C", "H", "C", "C", "C", "C", "C", "C", "C", "C", "C", "H", "H", "H", "H", "H", "H", "H", "H", "H", "H", "H", "H", "H", "H", "H", "H", "H", "H", "H", "H", "H", "H", "H", "H", "H", "H", "H", "H", "H", "C", "C", "C", "C", "C", "C", "S", "H", "H", "H", "H", "H", "H", "N", "N", "N", "C", "N", "N", "H", "H", "H"], "positions_angstrom": [[-0.0830, 0.1449, 0.5589], [1.9941, 1.0256, 1.7747], [-1.6664, 1.7177, 0.9656], [0.7068, 1.3607, -1.2307], [0.0906, -2.4992, 0.5766], [0.9090, -1.9107, 0.1641], [1.9612, -1.4408, 0.9471], [2.0995, -1.8392, 1.9569], [2.5672, 0.2650, 3.3568], [1.5923, 2.6900, 2.4492], [3.6318, 1.3486, 0.9934], [-3.2380, 0.9747, 0.4088], [-2.1160, 2.1261, 2.7037], [-1.6957, 3.4429, 0.3345], [2.0997, 0.5424, -2.0961], [1.3866, 3.0554, -1.0094], [-0.5840, 1.6730, -2.5017], [1.1252, -2.1692, -0.8770], [2.8704, -1.1499, 0.4181], [2.4765, -0.8213, 3.3716], [1.9918, 0.6502, 4.2053], [3.6264, 0.5091, 3.4978], [0.5975, 2.7070, 2.9070], [1.6242, 3.4576, 1.6727], [2.3376, 2.9344, 3.2185], [3.9368, 0.5149, 0.3647], [4.3689, 1.4577, 1.7990], [3.6708, 2.2569, 0.3902], [-4.0388, 1.7186, 0.4981], [-3.4630, 0.1145, 1.0513], [-3.1531, 0.6318, -0.6266], [-2.8818, 2.9105, 2.6796], [-1.2592, 2.4985, 3.2754], [-2.5339, 1.2512, 3.2143], [-2.5949, 3.9283, 0.7411], [-1.7382, 3.4833, -0.7583], [-0.8224, 4.0016, 0.6953], [1.8067, 0.4425, -3.1440], [2.3075, -0.4463, -1.6865], [2.9978, 1.1656, -2.0144], [1.5923, 3.4467, -2.0143], [2.3195, 3.0556, -0.4395], [0.6724, 3.7222, -0.5185], [-0.3523, 1.0878, -3.3909], [-0.5586, 2.7369, -2.7442], [-1.5826, 1.4116, -2.1403], [-0.9696, -2.7382, -3.4343], [-1.9685, -2.5037, -4.4105], [-1.9699, -3.2134, -5.6246], [-0.9325, -4.1115, -5.9188], [0.0386, -4.3822, -4.9407], [0.0382, -3.6852, -3.7254], [-0.7391, -1.5386, -2.1308], [-1.3855, -1.7744, -0.9009], [-2.6865, -1.7098, -4.2202], [-2.7760, -3.0290, -6.3424], [-0.8901, -4.6070, -6.8992], [0.8116, -5.1253, -5.1847], [0.8587, -3.8382, -3.0188], [-2.3898, -3.3172, 4.0440], [-1.4013, -2.4559, 3.6247], [-1.0969, -1.3937, 4.4464], [-0.6261, -0.5175, 3.5754], [-0.7393, -0.9321, 2.2861], [-1.3054, -2.1618, 2.3050], [-2.3180, -4.1716, 3.5182], [-2.3350, -3.4140, 5.0462], [-0.2172, 0.4350, 3.9074]], "gap_ev": [6.312, 4.454], "s_squared": 6.026, "homo_energy_ev": [-15.0286, -17.4336], "multiplicity": 5, "total_charge": 3}

{"formula": "C18H40OP2SiTc", "method": "ωB97M-V/def2-TZVPD", "elements": ["P", "P", "C", "C", "H", "H", "H", "H", "C", "H", "H", "H", "C", "H", "H", "H", "C", "H", "H", "H", "C", "H", "H", "H", "Tc", "C", "C", "C", "C", "C", "C", "C", "C", "C", "H", "H", "H", "H", "H", "H", "H", "H", "H", "H", "H", "H", "H", "H", "H", "C", "Si", "C", "C", "O", "H", "H", "H", "H", "H", "H", "H", "H", "H"], "positions_angstrom": [[2.6331, 0.8712, -1.7987], [-0.4423, 0.6527, -3.3074], [2.3547, 0.9087, -3.6647], [1.0039, 1.4674, -4.1250], [2.4956, -0.1292, -4.0211], [3.1723, 1.5305, -4.0687], [0.9270, 2.5569, -3.9487], [0.8639, 1.2684, -5.2031], [-0.5525, -0.8647, -4.3359], [-1.4352, -1.4333, -4.0151], [0.3420, -1.4934, -4.2230], [-0.6721, -0.5378, -5.3816], [-1.8205, 1.6203, -3.9965], [-1.8697, 1.4067, -5.0740], [-1.6588, 2.6909, -3.8174], [-2.7438, 1.2939, -3.5007], [4.3680, 0.3053, -1.8864], [4.7611, 0.2320, -0.8674], [4.9336, 1.0519, -2.4617], [4.4163, -0.6754, -2.3745], [2.9809, 2.6647, -1.5959], [2.1194, 3.2909, -1.8591], [3.8334, 2.9034, -2.2477], [3.2506, 2.8439, -0.5488], [-0.1368, -0.2708, 1.8861], [-2.0200, 0.2791, 0.1151], [-1.4839, -0.9991, 0.0164], [-0.4082, -1.4925, -0.9076], [1.0818, -1.4403, -0.4762], [1.5127, -0.3968, 0.5093], [1.0391, 0.9733, 0.5967], [0.1417, 1.5432, -0.4532], [-1.3972, 1.5776, -0.2399], [1.0936, -0.0847, 3.5064], [-3.0354, 0.3746, 0.5128], [-2.1962, -1.8052, 0.2566], [-0.5201, -1.0139, -1.9005], [-0.6177, -2.5541, -1.1298], [1.3142, -2.4234, -0.0372], [1.7167, -1.4136, -1.3884], [2.4988, -0.5900, 0.9442], [1.7231, 1.6799, 1.0967], [0.3105, 0.9096, -1.3612], [0.4751, 2.5599, -0.7164], [-1.6011, 2.3249, 0.5432], [-1.8498, 2.0056, -1.1563], [0.5949, 0.3795, 4.3719], [2.0016, 0.5000, 3.2849], [1.4231, -1.0847, 3.8465], [-2.3913, -0.0610, 5.3824], [-2.2589, -1.5883, 4.2799], [-1.2529, -2.9026, 5.1852], [-3.9924, -2.2684, 4.0100], [-1.5610, -1.1630, 2.8661], [-2.8478, -0.2920, 6.3540], [-3.0091, 0.7050, 4.8962], [-1.4019, 0.3730, 5.5693], [-1.7671, -3.2277, 6.0999], [-1.0876, -3.7944, 4.5673], [-0.2715, -2.5120, 5.4799], [-4.6543, -1.5245, 3.5488], [-4.0020, -3.1675, 3.3807], [-4.4237, -2.5403, 4.9832]], "gap_ev": [5.741, 4.646], "s_squared": 4.058, "homo_energy_ev": [-14.8070, -14.2457], "multiplicity": 4, "total_charge": 2}

{"formula": "C18H41N2O8", "method": "ωB97M-V/def2-TZVPD", "elements": ["C", "C", "O", "N", "C", "C", "O", "C", "N", "C", "O", "O", "H", "H", "H", "H", "H", "H", "H", "H", "H", "C", "C", "C", "O", "H", "H", "H", "H", "H", "H", "H", "H", "C", "C", "C", "O", "H", "H", "H", "H", "H", "H", "H", "H", "C", "C", "C", "O", "H", "H", "H", "H", "H", "H", "H", "H", "C", "C", "C", "O", "H", "H", "H", "H", "H", "H", "H", "H"], "positions_angstrom": [[3.1847, 4.3505, -1.0535], [3.3695, 2.8887, -0.7344], [3.2632, 2.5369, 0.4190], [3.6129, 1.8966, -1.7414], [2.5023, 1.0591, -1.9980], [1.8661, 0.9233, -3.3659], [2.0229, 0.4082, -1.0926], [4.4492, 2.3085, -2.8862], [3.8365, 3.2332, -3.8718], [5.7891, 2.8465, -2.3112], [5.8663, 4.0546, -2.0066], [6.6403, 1.9732, -2.1881], [2.3124, 4.6917, -0.5140], [4.0668, 4.8659, -0.7137], [3.0590, 4.5854, -2.0991], [2.4949, 0.4206, -4.0870], [0.9669, 0.3513, -3.2126], [1.5638, 1.8761, -3.7771], [4.7297, 1.4054, -3.4079], [2.8763, 3.4324, -3.6388], [3.7595, 2.7221, -4.7403], [-2.3065, -2.7577, -3.0275], [-1.0138, -2.4567, -2.2830], [-1.1852, -2.5178, -0.7754], [-0.5309, -1.1589, -2.6239], [-3.0788, -2.0324, -2.7659], [-2.1498, -2.6910, -4.1071], [-2.6759, -3.7526, -2.7870], [-0.2440, -3.1664, -2.5905], [-1.9088, -1.7712, -0.4411], [-0.2442, -2.2893, -0.2887], [-1.5249, -3.5018, -0.4442], [-1.1983, -0.5202, -2.3543], [-1.4683, 0.5322, 3.1648], [-1.0588, -0.9260, 3.0108], [-0.1758, -1.3763, 4.1660], [-0.3805, -1.1140, 1.7739], [-0.5869, 1.1789, 3.1639], [-2.0976, 0.8421, 2.3297], [-2.0167, 0.6954, 4.0949], [-1.9510, -1.5539, 2.9672], [0.7442, -0.7867, 4.1954], [0.1124, -2.4205, 4.0412], [-0.6877, -1.2672, 5.1244], [0.4144, -0.5669, 1.7851], [-6.7881, -4.1036, -2.1035], [-5.4190, -4.6369, -1.7079], [-5.5340, -5.7630, -0.6909], [-4.6168, -3.5831, -1.1817], [-7.3054, -3.6937, -1.2316], [-6.6877, -3.2969, -2.8301], [-7.4102, -4.8883, -2.5371], [-4.8990, -4.9993, -2.5959], [-6.0126, -5.4043, 0.2245], [-4.5454, -6.1318, -0.4168], [-6.1203, -6.5952, -1.0841], [-5.0543, -3.2440, -0.3941], [2.5565, 2.0151, 4.3044], [2.4214, 3.5031, 4.5781], [1.0609, 4.0216, 4.1324], [3.4590, 4.2124, 3.9101], [2.4685, 1.8261, 3.2310], [3.5357, 1.6525, 4.6173], [1.7871, 1.4389, 4.8255], [2.5543, 3.6981, 5.6442], [0.9324, 3.8747, 3.0569], [0.9772, 5.0918, 4.3271], [0.2493, 3.5074, 4.6525], [3.3716, 4.0470, 2.9623]], "gap_ev": 6.536, "homo_energy_ev": -4.5734, "total_charge": -1}